ORCA calculation (ωB97M-V/def2-TZVPD) on C5H10S as an isolated structure at a distorted geometry.

Relative energy (zero: lowest compared OMol25 entry of this formula, charge and spin): 165.7 kcal/mol
Orbital gap: 7.4 eV
Total charge: 0
Electronic energy: -16175.293 eV
Lowest unoccupied orbital energy: -1.4 eV

```
16
C5H10S (ωB97M-V/def2-TZVPD)
C 1.926 -0.115 -0.804
C 0.948 0.035 0.320
C -0.188 1.132 0.101
C -1.262 0.109 0.182
C -0.125 -1.171 0.274
H 1.103 -0.062 -1.696
H 2.518 0.676 -0.539
H 2.571 -0.891 -0.680
H 1.522 0.083 1.240
H -0.296 1.905 0.855
H 0.377 1.573 -1.035
H -1.560 0.308 1.166
H -4.334 -0.024 1.016
H -0.186 -2.011 1.046
H -0.195 -1.473 -0.913
S -2.818 -0.073 -0.532
```

ORCA calculation (ωB97M-V/def2-TZVPD) on one molecule with the formula C21H26O3.

Relative energy (zero: lowest compared OMol25 entry of this formula, charge and spin): 29.5 kcal/mol
Orbital gap: 8.9 eV
SMILES string: C=CCc1ccc(OCCCOc2ccc(C)c(C)c2)c(OC)c1
Total charge: 0
Electronic energy: -28340.037 eV
Lowest unoccupied orbital energy: 0.8 eV

```
50
C21H26O3 (ωB97M-V/def2-TZVPD)
C 7.423 1.224 1.595
C 6.908 0.203 0.938
C 6.377 0.274 -0.463
C 4.914 -0.079 -0.467
C 4.480 -1.368 -0.724
C 3.131 -1.674 -0.685
C 2.171 -0.714 -0.388
O 0.823 -0.993 -0.340
C 0.386 -2.291 -0.676
C -1.136 -2.313 -0.590
C -1.620 -2.155 0.855
O -3.022 -2.224 0.966
C -3.787 -1.150 0.605
C -5.165 -1.344 0.674
C -6.025 -0.317 0.349
C -5.551 0.926 -0.051
C -6.505 2.028 -0.400
C -4.172 1.125 -0.119
C -3.615 2.450 -0.544
C -3.304 0.090 0.206
C 2.602 0.599 -0.123
O 1.832 1.684 0.185
C 0.428 1.602 0.229
C 3.963 0.881 -0.166
H 7.782 1.132 2.606
H 7.513 2.200 1.145
H 6.822 -0.767 1.410
H 6.924 -0.435 -1.090
H 6.522 1.280 -0.861
H 5.190 -2.146 -0.961
H 2.829 -2.688 -0.893
H 0.701 -2.544 -1.698
H 0.808 -3.030 0.019
H -1.502 -3.263 -0.984
H -1.543 -1.509 -1.205
H -1.232 -1.226 1.287
H -1.254 -2.993 1.457
H -5.536 -2.307 0.987
H -7.091 -0.484 0.407
H -7.533 1.693 -0.289
H -6.358 2.355 -1.429
H -6.351 2.891 0.246
H -3.947 3.238 0.132
H -2.528 2.433 -0.545
H -3.961 2.707 -1.544
H -2.244 0.278 0.145
H 0.092 2.614 0.460
H 0.011 1.289 -0.731
H 0.089 0.923 1.015
H 4.259 1.897 0.047
```

ORCA calculation (ωB97M-V/def2-TZVPD) on C22H50LaN3OP3 as an isolated structure at a distorted geometry.

Relative energy (zero: lowest compared OMol25 entry of this formula, charge and spin): 4.1 kcal/mol
Orbital gap: 3.7 eV
Total charge: +3
Electronic energy: -58844.610 eV
Lowest unoccupied orbital energy: -10.0 eV

```
80
C22H50LaN3OP3 (ωB97M-V/def2-TZVPD)
La 0.279 0.086 0.960
P 0.760 -2.120 -0.923
P 3.199 -0.014 1.190
P -2.018 0.526 -0.688
H 2.058 2.188 -0.502
C 0.996 2.335 -0.244
C 0.577 2.669 1.019
H 1.276 2.831 1.857
C 1.409 -1.770 -2.599
C 1.908 -3.388 -0.267
C -0.739 -3.127 -1.238
C 3.807 1.506 2.012
C 3.761 -1.363 2.310
C 4.193 -0.135 -0.331
C -2.681 2.184 -0.287
C -3.380 -0.613 -0.223
C -1.857 0.479 -2.501
H 0.326 2.360 -1.119
H -0.471 2.926 1.251
H 1.535 -2.696 -3.178
H 2.376 -1.253 -2.516
H 0.723 -1.097 -3.133
H 1.924 -4.267 -0.924
H 1.565 -3.689 0.732
H 2.922 -2.983 -0.163
H -0.476 -4.038 -1.792
H -1.489 -2.553 -1.796
H -1.183 -3.407 -0.271
H 4.893 1.472 2.170
H 3.303 1.646 2.980
H 3.560 2.377 1.394
H 4.849 -1.523 2.248
H 3.245 -2.297 2.036
H 3.479 -1.132 3.349
H 5.259 0.040 -0.144
H 3.833 0.623 -1.042
H 4.056 -1.113 -0.810
H -3.627 2.370 -0.813
H -1.945 2.951 -0.559
H -2.844 2.265 0.800
H -4.275 -0.418 -0.831
H -3.631 -0.485 0.843
H -3.060 -1.657 -0.355
H -2.769 0.825 -3.005
H -1.608 -0.534 -2.846
H -1.022 1.127 -2.806
C -0.567 0.062 -6.934
C 0.100 0.436 -8.123
C 0.275 1.789 -8.395
C -0.223 2.765 -7.516
C -0.912 2.381 -6.356
C -1.103 1.028 -6.076
O -0.683 -1.237 -6.519
H -0.315 -1.821 -7.201
H 0.477 -0.339 -8.798
H 0.804 2.096 -9.300
H -0.077 3.822 -7.737
H -1.304 3.126 -5.666
H -1.651 0.691 -5.195
C -3.520 -0.692 3.861
N -2.455 -0.417 4.821
C -2.833 -0.397 6.222
C -1.203 -0.245 4.331
N -1.007 -0.414 2.996
N -0.141 0.139 5.065
C -0.019 0.246 6.502
C 1.093 0.496 4.386
H -4.475 -0.800 4.386
H -3.324 -1.643 3.329
H -3.610 0.145 3.142
H -2.331 -1.206 6.767
H -2.643 0.586 6.671
H -3.908 -0.583 6.273
H -1.868 -0.742 2.540
H 0.843 -0.350 6.827
H 0.185 1.287 6.780
H -0.889 -0.095 7.055
H 0.998 0.343 3.300
H 1.359 1.545 4.572
H 1.930 -0.116 4.743
```

ORCA calculation (ωB97M-V/def2-TZVPD) on C15H28BiIO4P2S as an isolated structure at a distorted geometry.

Relative energy (zero: lowest compared OMol25 entry of this formula, charge and spin): 4.1 kcal/mol
Orbital gap (spin up / spin down): 4.3 / 5.1 eV
Total charge: +2
Electronic energy: -67535.361 eV
Lowest unoccupied orbital energy (spin up / spin down): -9.3 / -8.5 eV

```
52
C15H28BiIO4P2S (ωB97M-V/def2-TZVPD)
C 2.461 0.798 -2.243
I 1.104 -0.623 -1.668
H 2.907 0.530 -3.186
H 1.930 1.737 -2.351
H 3.216 0.892 -1.467
Bi 0.367 3.811 1.159
P -0.760 3.382 -1.429
C -0.947 2.180 -2.812
C -2.536 3.362 -0.947
H -3.111 3.723 -1.811
H -1.687 4.894 -3.057
H -2.717 3.996 -0.073
H -0.670 5.804 -1.895
H -1.224 1.183 -2.440
H -2.825 2.326 -0.719
C -0.744 4.889 -2.492
H -1.768 2.576 -3.433
H 0.100 4.829 -3.191
H -0.043 2.108 -3.428
P 2.133 2.004 2.090
C 3.173 0.634 1.519
C 3.385 2.993 3.004
H 0.271 1.756 3.514
H 1.779 1.265 4.378
H 1.012 0.151 3.189
C 1.210 1.201 3.440
H 3.112 4.055 3.074
H 3.472 2.567 4.016
H 4.003 0.574 2.238
H 3.564 0.795 0.509
H 4.339 2.892 2.465
H 2.609 -0.304 1.563
C 4.638 -1.611 -4.776
O 3.948 -1.376 -5.696
C -5.016 -4.955 0.852
C -3.604 -4.439 0.890
C -2.733 -4.823 1.914
C -1.424 -4.333 1.938
C -1.012 -3.459 0.946
C -1.856 -3.054 -0.075
C -3.157 -3.550 -0.093
S 0.733 -2.824 0.985
O 0.760 -1.736 1.965
O 1.624 -3.943 1.253
O 5.313 -1.856 -3.852
H -5.040 -6.045 0.750
H -5.575 -4.714 1.767
H -5.561 -4.526 0.013
H -3.090 -5.473 2.714
H -0.742 -4.608 2.736
H -1.483 -2.387 -0.852
H -3.842 -3.267 -0.893
```

ORCA calculation (ωB97M-V/def2-TZVPD) on a 2-piece molecular cluster, C3H12N4 overall at a distorted geometry.

Relative energy (zero: lowest compared OMol25 entry of this formula, charge and spin): 36.5 kcal/mol
Orbital gap: 10.0 eV
SMILES string: NCC(N)N.C=N
Total charge: 0
Electronic energy: -9264.720 eV
Lowest unoccupied orbital energy: 0.9 eV

```
19
C3H12N4 (ωB97M-V/def2-TZVPD)
N -0.874 -0.443 0.456
C -0.499 0.945 0.710
C 0.121 1.601 -0.542
N 1.361 0.969 -0.984
N -0.861 1.628 -1.607
H -1.621 -0.482 -0.232
H -1.171 -0.932 1.335
H 0.239 0.948 1.517
H -1.357 1.554 1.024
H 0.357 2.641 -0.287
H 1.197 -0.026 -1.107
H 2.089 1.076 -0.287
H -0.994 0.692 -1.972
H -0.511 2.186 -2.374
C 0.453 -2.333 0.479
N 0.027 -2.836 1.581
H 1.402 -1.802 0.357
H -0.019 -2.672 -0.438
H 0.661 -2.713 2.370
```

ORCA calculation (ωB97M-V/def2-TZVPD) on a 6-piece molecular cluster, C17H27Cl3O17S2 overall at a distorted geometry.

Relative energy (zero: lowest compared OMol25 entry of this formula, charge and spin): 82.9 kcal/mol
Orbital gap: 11.2 eV
SMILES string: C[C@H]1COC(=O)O1.C[C@H]1COC(=O)O1.C[C@H]1COC(=O)O1.O=S1(=O)OCCO1.O=S1(=O)OCCO1.ClC(Cl)Cl
Total charge: 0
Electronic energy: -112107.119 eV
Lowest unoccupied orbital energy: 0.5 eV

```
66
C17H27Cl3O17S2 (ωB97M-V/def2-TZVPD)
C 3.707 5.722 0.272
C 4.032 4.230 0.209
C 5.294 3.777 0.932
O 4.805 2.841 1.818
C 3.524 2.815 1.936
O 2.882 2.093 2.720
O 3.031 3.608 1.041
H 4.203 6.389 -0.433
H 3.914 6.115 1.267
H 2.673 5.970 0.034
H 3.993 3.802 -0.792
H 5.832 4.596 1.410
H 5.937 3.422 0.127
C -1.978 5.311 4.119
C -2.748 3.990 4.089
C -3.926 3.993 5.166
O -5.029 4.128 4.407
C -4.757 4.144 3.061
O -5.573 4.339 2.159
O -3.430 3.948 2.872
H -1.318 5.349 4.986
H -2.596 6.207 4.182
H -1.403 5.421 3.200
H -2.130 3.124 4.323
H -4.040 4.839 5.844
H -4.055 3.004 5.605
C 10.642 -2.237 -0.120
C 9.289 -2.951 -0.110
C 8.830 -3.223 1.293
O 7.501 -2.830 1.248
C 7.240 -2.129 0.120
O 6.126 -1.744 -0.274
O 8.301 -2.178 -0.674
H 10.857 -2.185 -1.188
H 11.342 -2.864 0.431
H 10.599 -1.209 0.240
H 9.306 -3.933 -0.582
H 9.431 -2.607 1.961
H 9.021 -4.263 1.557
O -4.303 -2.269 0.830
S -3.303 -1.779 -0.093
O -3.691 -1.549 -1.502
O -2.676 -0.437 0.590
C -1.485 -0.104 -0.069
C -0.750 -1.454 -0.116
O -1.726 -2.456 0.089
H -1.714 0.304 -1.053
H -1.009 0.646 0.563
H -0.068 -1.688 0.702
H -0.286 -1.767 -1.051
O -6.065 -2.974 -7.111
S -7.131 -2.004 -6.679
O -6.751 -0.744 -6.101
O -8.174 -1.722 -7.901
C -9.449 -2.362 -7.819
C -9.278 -3.338 -6.671
O -8.332 -2.758 -5.776
H -10.328 -1.723 -7.728
H -9.546 -2.891 -8.767
H -8.879 -4.243 -7.129
H -10.230 -3.630 -6.229
Cl -2.046 -7.718 0.539
C -2.932 -7.458 2.081
Cl -1.922 -6.639 3.377
Cl -3.348 -9.057 2.686
H -3.905 -7.009 1.883
```